# 1
{"formula": "C7H8N2O5", "method": "ωB97M-V with the def2-TZVPD basis set", "elements": ["C", "C", "C", "C", "C", "C", "C", "N", "N", "O", "O", "O", "O", "O", "H", "H", "H", "H", "H", "H", "H", "H"], "positions_angstrom": [[2.12497, 2.44932, 1.73886], [3.08850, -0.16905, -1.99011], [2.45990, 2.07303, 0.55006], [2.97047, -1.10502, 1.85890], [1.02999, -0.81509, -1.03399], [-2.12514, -0.28381, -0.51608], [-1.09807, -1.46750, -0.49951], [3.36446, 0.76174, -1.18751], [2.58340, 1.68566, -0.68337], [2.36755, -0.81897, 2.77029], [1.90910, -0.91313, -2.03414], [3.63841, -1.45592, 1.02537], [1.24158, -0.38321, 0.06404], [-0.03421, -1.33557, -1.48074], [2.86400, 2.64681, 2.43093], [1.14134, 2.53883, 2.13044], [3.92798, -0.63649, -2.65639], [-1.75114, 0.64841, -0.03716], [-2.15552, -0.05355, -1.48783], [-3.18544, -0.54971, -0.20543], [-1.64305, -2.48869, -0.82728], [-0.82271, -1.41403, 0.52288]], "mulliken_charge": [-1.043, 0.024, 0.751, 0.739, 0.869, -1.198, -0.110, -0.123, -0.337, -0.365, -0.347, -0.346, -0.614, -0.327, 0.292, 0.262, 0.308, 0.283, 0.396, 0.343, 0.305, 0.236], "de_lowest_kj_mol": 84.4, "lumo_ev": 0.60, "charge": 0, "homo_ev": -8.42}



# 2
{"formula": "C7H8N2S", "method": "ωB97M-V with the def2-TZVPD basis set", "elements": ["C", "C", "C", "C", "C", "C", "C", "H", "H", "H", "H", "H", "H", "H", "H", "N", "N", "S"], "positions_angstrom": [[0.35555, -0.39447, -1.38220], [0.91307, 1.86115, -1.35025], [-0.13496, 2.11224, -0.25547], [-0.30338, 0.87903, 0.57712], [-0.68512, 0.78828, 1.94908], [-0.71543, -0.51723, 2.38341], [-0.09105, -0.33101, 0.00269], [0.73801, -1.56256, -2.91978], [0.49502, -2.45541, -1.46594], [1.92279, 1.93831, -0.86590], [0.84085, 2.63613, -2.08972], [0.25820, 2.96437, 0.30513], [-1.14472, 2.39984, -0.69102], [-0.94610, 1.61011, 2.60009], [-0.91298, -0.91633, 3.39200], [0.26181, -1.63307, -2.00868], [0.80949, 0.59294, -2.05390], [-0.29889, -1.60760, 1.16418]], "mulliken_charge": [0.669, -0.605, -0.487, -0.027, -0.835, -0.216, 0.424, 0.295, 0.226, 0.255, 0.341, 0.343, 0.231, 0.392, 0.393, -0.538, -0.652, -0.211], "de_lowest_kj_mol": 0.0, "lumo_ev": 0.73, "charge": 0, "homo_ev": -8.54}



# 3
{"formula": "C7H8N2Si", "method": "ωB97M-V with the def2-TZVPD basis set", "elements": ["C", "C", "C", "C", "C", "C", "C", "N", "N", "Si", "H", "H", "H", "H", "H", "H", "H", "H"], "positions_angstrom": [[-1.95297, -0.93801, -0.58905], [2.60806, -0.75618, -0.16257], [1.99300, -0.68725, 1.05653], [1.96904, -0.32282, -1.28036], [0.73314, -0.29371, 1.13965], [0.66017, 0.11773, -1.22792], [0.04843, 0.09026, 0.02182], [-2.32652, -1.90327, -1.07111], [-1.62317, 0.23558, -0.13416], [-2.57544, 1.49493, 0.58305], [3.71194, -1.10412, -0.20209], [2.49814, -1.13319, 2.01322], [2.49985, -0.45217, -2.24858], [0.20063, -0.06089, 2.17527], [0.06784, 0.36910, -2.11305], [-3.11497, 1.79034, 1.99810], [-3.72659, 1.04093, -0.27979], [-1.67059, 2.51274, 0.32104]], "mulliken_spin": [0.025, 0.521, 0.355, -0.091, 0.009, 0.575, 0.475, 0.034, 0.005, 0.003, 0.015, 0.014, 0.002, 0.015, 0.042, 0.000, 0.002, -0.001], "lumo_ev": [0.54, -3.36], "charge": 0, "multiplicity": 3, "homo_ev": [-5.46, -9.76]}



# 4
{"formula": "C7H8N3O", "method": "ωB97M-V with the def2-TZVPD basis set", "elements": ["C", "C", "C", "C", "C", "C", "C", "N", "N", "N", "O", "H", "H", "H", "H", "H", "H", "H", "H"], "positions_angstrom": [[2.04421, 0.35367, -0.10573], [1.62421, 1.69302, -0.07476], [-0.15336, -0.31832, -0.04572], [1.16635, -0.70584, -0.11245], [-0.55140, 0.99540, 0.06273], [-2.49481, -0.25569, 0.01149], [-1.31447, -1.18769, 0.10654], [0.29707, 2.08429, -0.04099], [-1.93058, 0.97504, -0.00332], [1.57052, -1.96422, -0.05605], [-3.64605, -0.40957, -0.29720], [3.14004, 0.15232, 0.09198], [2.26661, 2.46427, 0.33103], [-1.42296, -1.87916, -0.74533], [-1.20156, -1.82344, 0.96781], [0.00868, 2.93659, 0.44594], [-2.56401, 1.76673, -0.06033], [2.47954, -2.34704, -0.35840], [0.68196, -2.53035, -0.11725]], "mulliken_charge": [-0.599, -0.485, 1.306, 0.373, -0.482, 0.124, -0.762, -0.128, -0.023, -0.408, -0.545, 0.309, 0.372, 0.435, 0.442, 0.338, 0.209, 0.269, 0.255], "de_lowest_kj_mol": 0.0, "lumo_ev": -4.15, "charge": 1, "homo_ev": -13.27}



# 5
{"formula": "C7H8N3S", "method": "ωB97M-V with the def2-TZVPD basis set", "elements": ["C", "C", "C", "C", "C", "C", "C", "N", "N", "N", "S", "H", "H", "H", "H", "H", "H", "H", "H"], "positions_angstrom": [[2.28366, -0.58821, -0.96530], [1.51879, 0.56316, -1.07171], [2.61738, -0.94502, 0.34489], [1.46526, 0.64613, 1.34841], [0.92598, 1.13612, 0.07221], [-2.44070, -0.14863, 0.10108], [0.00957, 2.07258, 0.01793], [2.29818, -0.31420, 1.44223], [-3.14772, -1.24016, 0.35824], [-1.50455, 0.00595, -0.68068], [-0.91861, 3.22142, 0.11066], [2.63477, -1.18425, -1.79221], [1.21865, 0.88825, -2.08466], [3.35011, -1.85952, 0.66152], [0.99258, 1.03135, 2.32842], [-2.74091, 0.69156, 0.69930], [-4.01800, -1.22509, 0.77415], [-3.08499, -1.96543, -0.35128], [-1.45946, -0.78601, -1.31320]], "mulliken_spin": [0.094, 0.189, 0.406, 0.371, 0.184, 0.005, 0.291, -0.112, 0.028, 0.084, 0.454, 0.004, 0.008, -0.002, 0.002, -0.001, -0.002, -0.001, 0.001], "de_lowest_kj_mol": 0.0, "lumo_ev": [-4.60, -8.24], "charge": 1, "multiplicity": 3, "homo_ev": [-11.03, -13.35]}



# 6
{"formula": "C7H8N4", "method": "ωB97M-V with the def2-TZVPD basis set", "elements": ["N", "C", "C", "C", "N", "H", "H", "H", "H", "N", "N", "C", "C", "C", "C", "H", "H", "H", "H"], "positions_angstrom": [[-2.44153, -2.22961, 1.56351], [-1.52673, -1.27411, 1.60891], [-2.53316, -2.57719, 0.23694], [-1.66610, -1.82512, -0.52581], [-1.03238, -0.99879, 0.36849], [-1.18738, -0.75238, 2.50376], [-3.21974, -3.35258, -0.10291], [-1.44900, -1.80391, -1.59376], [-0.31778, -0.30178, 0.14477], [0.54908, 0.54570, -0.12049], [2.52572, 2.47736, -0.72028], [1.85767, 0.25539, -0.12297], [2.83226, 1.20779, -0.41870], [0.24245, 1.81524, -0.42206], [1.21715, 2.76775, -0.71782], [2.13789, -0.77791, 0.12071], [3.89750, 0.94164, -0.41323], [-0.82276, 2.08149, -0.42757], [0.93683, 3.80102, -0.96149]], "mulliken_charge": [-0.679, -0.116, -0.620, -0.215, -0.252, 0.337, 0.353, 0.362, 0.965, -0.243, -0.480, -0.070, -0.334, -0.071, -0.334, 0.375, 0.324, 0.374, 0.325], "de_lowest_kj_mol": 169.0, "lumo_ev": -0.77, "charge": 0, "homo_ev": -8.01}



# 7
{"formula": "C7H8N4O", "method": "ωB97M-V with the def2-TZVPD basis set", "elements": ["C", "C", "C", "C", "C", "C", "C", "H", "H", "H", "H", "H", "H", "H", "H", "N", "N", "N", "N", "O"], "positions_angstrom": [[4.13966, -0.95429, 0.03731], [4.21131, 0.42112, 0.06586], [1.94061, -0.71888, -0.46923], [-1.42523, 1.38254, 0.39083], [-2.59025, 0.45216, 0.17551], [-2.75567, -0.80379, 0.65174], [-4.36748, -0.30860, -0.67836], [4.96118, -1.61640, 0.29255], [5.16934, 0.93440, 0.25735], [0.99741, -1.18942, -0.72870], [-1.21952, 1.38861, 1.46317], [-1.62540, 2.37948, -0.00459], [-0.52461, 0.98200, -0.09763], [-2.22398, -1.45039, 1.33169], [-5.29246, -0.51242, -1.20279], [3.15795, 1.17060, -0.20204], [1.96725, 0.57885, -0.41072], [2.98266, -1.54854, -0.28026], [-3.62869, 0.72171, -0.66899], [-3.87407, -1.30875, 0.07730]], "mulliken_charge": [-0.018, -0.102, 0.045, -0.848, 0.688, -0.385, 0.025, 0.380, 0.376, 0.425, 0.301, 0.306, 0.065, 0.388, 0.370, -0.512, -0.121, -0.491, -0.555, -0.338], "de_lowest_kj_mol": 233.1, "lumo_ev": -0.34, "charge": 0, "homo_ev": -9.00}



# 8
{"formula": "C7H8N4O", "method": "ωB97M-V with the def2-TZVPD basis set", "elements": ["C", "C", "C", "C", "C", "C", "C", "N", "N", "N", "N", "O", "H", "H", "H", "H", "H", "H", "H", "H"], "positions_angstrom": [[-2.42955, -1.74488, -0.27933], [-3.11320, -0.57973, -0.56985], [-1.17791, -1.75340, 0.31674], [-2.51084, 0.60936, -0.20942], [-0.60186, -0.55940, 0.65772], [-1.19059, 0.68287, 0.35055], [1.51457, 0.21802, 1.38373], [0.63426, -0.60086, 1.24131], [-0.69641, 2.01349, 0.57078], [0.49706, 2.20993, 0.59309], [4.66939, 0.12223, -1.07475], [-1.55205, 2.89119, 0.76809], [-2.78498, -2.70355, -0.73509], [-4.12453, -0.46666, -1.06869], [-0.54704, -2.68426, 0.49874], [-2.93620, 1.57516, -0.35588], [2.46778, 0.51453, 1.94088], [3.80181, -0.47046, -1.09785], [5.48238, -0.30644, -1.47685], [4.59790, 1.03286, -1.45390]], "mulliken_charge": [-0.231, -0.633, -0.480, -0.314, 0.482, 0.165, 0.208, -0.366, 1.047, -0.938, -0.620, -0.709, 0.296, 0.301, 0.334, 0.481, 0.353, 0.211, 0.205, 0.206], "de_lowest_kj_mol": 677.1, "lumo_ev": [-0.70, -0.66], "charge": 0, "homo_ev": [-8.11, -8.62]}